Density functional theory data (ωB97M-V/def2-TZVPD) for a structure of composition C40H63BN9O8Pb.

Geometry as XYZ:
```
122
Properties=species:S:1:pos:R:3
Pb -10.994 -28.202 -7.526
O -4.467 -30.486 -13.054
C -5.640 -30.361 -12.935
O -6.266 -29.334 -12.352
B -7.638 -29.665 -12.019
O -7.873 -30.983 -12.631
C -6.761 -31.374 -13.251
O -6.643 -32.454 -13.739
O -8.660 -28.717 -12.571
C -9.413 -28.323 -11.568
O -10.325 -27.548 -11.621
C -8.872 -28.928 -10.276
O -7.831 -29.610 -10.547
O -9.380 -28.742 -9.185
C -7.926 -35.840 -10.531
C -8.428 -35.075 -11.753
C -9.191 -33.778 -11.408
C -10.341 -33.838 -10.507
N -11.241 -33.881 -9.794
H -7.255 -36.660 -10.794
H -8.753 -36.259 -9.958
H -7.274 -35.245 -9.881
H -9.132 -35.753 -12.233
H -7.585 -34.671 -12.308
H -9.681 -33.421 -12.322
H -8.445 -33.037 -11.127
C -5.000 -33.350 -11.137
C -4.093 -33.931 -10.072
C -3.732 -32.962 -8.921
C -4.856 -32.544 -8.085
N -5.742 -32.204 -7.442
H -4.560 -32.392 -11.414
H -6.025 -33.297 -10.765
H -5.025 -34.002 -12.009
H -3.152 -34.314 -10.466
H -4.551 -34.780 -9.551
H -3.186 -32.112 -9.332
H -3.047 -33.508 -8.269
C -3.639 -31.022 -18.094
C -4.148 -31.011 -16.653
C -5.570 -30.421 -16.596
C -6.501 -31.319 -17.297
N -7.209 -32.093 -17.765
H -3.848 -30.107 -18.656
H -4.110 -31.850 -18.630
H -2.560 -31.130 -18.221
H -3.509 -30.282 -16.148
H -4.063 -32.016 -16.251
H -5.531 -29.493 -17.174
H -5.910 -30.065 -15.628
C -9.641 -25.319 -14.246
C -8.205 -25.841 -14.183
C -7.104 -24.882 -14.612
C -7.299 -23.532 -14.067
N -7.466 -22.481 -13.632
H -9.824 -24.484 -14.928
H -10.103 -25.005 -13.311
H -10.248 -26.136 -14.646
H -8.119 -26.813 -14.668
H -8.096 -26.178 -13.146
H -7.084 -24.808 -15.700
H -6.120 -25.215 -14.281
C -1.569 -29.030 -12.538
C -0.181 -28.648 -13.041
C 0.919 -29.471 -12.375
C 0.704 -30.928 -12.386
N 0.477 -32.052 -12.431
H -1.760 -30.096 -12.648
H -2.315 -28.333 -12.916
H -1.699 -28.915 -11.450
H 0.047 -27.609 -12.799
H -0.214 -28.752 -14.125
H 1.019 -29.252 -11.309
H 1.901 -29.303 -12.819
C -12.469 -34.106 -5.220
C -11.666 -33.327 -6.253
C -12.535 -32.484 -7.175
C -11.846 -31.501 -7.987
N -11.279 -30.790 -8.703
H -11.800 -34.446 -4.426
H -12.987 -35.012 -5.530
H -13.185 -33.473 -4.687
H -11.157 -34.070 -6.868
H -10.946 -32.673 -5.760
H -13.360 -31.953 -6.680
H -13.095 -33.149 -7.843
C -11.350 -32.646 -14.852
C -10.246 -31.834 -15.522
C -10.304 -30.364 -15.090
C -9.224 -29.563 -15.658
N -8.377 -28.927 -16.099
H -11.298 -33.711 -15.070
H -12.301 -32.382 -15.329
H -11.415 -32.368 -13.798
H -10.412 -31.969 -16.590
H -9.260 -32.199 -15.228
H -10.190 -30.311 -14.005
H -11.219 -29.820 -15.340
C -4.788 -25.764 -6.173
C -5.752 -24.784 -6.818
C -7.223 -24.890 -6.400
C -7.853 -26.165 -6.770
N -8.315 -27.182 -7.050
H -4.925 -26.817 -6.437
H -4.731 -25.710 -5.088
H -3.809 -25.569 -6.617
H -5.697 -24.800 -7.906
H -5.469 -23.780 -6.495
H -7.861 -24.134 -6.865
H -7.356 -24.768 -5.322
C -4.070 -29.154 -8.126
C -4.508 -28.668 -9.512
C -5.069 -27.251 -9.426
C -5.476 -26.587 -10.667
N -5.771 -26.064 -11.643
H -4.850 -29.459 -7.429
H -3.419 -28.459 -7.587
H -3.447 -30.030 -8.318
H -5.277 -29.348 -9.877
H -3.617 -28.742 -10.132
H -4.313 -26.674 -8.891
H -5.994 -27.217 -8.839
```

Summary:
multiplicity	1
gap between HOMO and LUMO	5.37	eV
highest occupied orbital energy	-12.1	eV
charge	+1
energy above the lowest of the compared OMol25 structures with the same formula, charge and spin	95.9	kcal per mole